No. 1
A cluster of 3 separate species, C16H36BrN2 in total in a non-equilibrium geometry, computed with ωB97M-V/def2-TZVPD.

For the highest occupied orbital energy, the calculation gives -8.15 eV. The maximum force is 2.45 eV Å⁻¹. The energy above the lowest of the compared OMol25 structures with the same formula, charge and spin comes out at 424.1 kJ/mol. For the orbital gap, the calculation gives 0.21312 Ha. The total energy comes out at -3314.3793 Eh.

Geometry as ORCA input:
```
! wB97M-V def2-TZVPD RIJCOSX def2/J DEFGRID3
* xyz 1 1
C -6.11556 35.13964 8.93614
C -6.90621 35.49106 7.73302
C -8.45224 35.49753 8.00186
N -9.38901 35.74971 6.75272
C -9.38793 34.49532 5.73584
C -10.77603 36.17702 7.27582
C -11.22099 37.42318 6.38034
C -10.26195 37.41562 5.17826
C -8.97691 36.98876 5.85971
H -6.34167 34.11370 9.22669
H -6.71470 35.48681 9.77792
H -5.11059 35.55859 8.88500
H -6.62162 34.84669 6.90123
H -6.58269 36.49917 7.47387
H -8.52851 36.44221 8.54026
H -8.75492 34.66620 8.63856
H -9.40373 33.66298 6.43945
H -8.41389 34.50484 5.24669
H -10.19164 34.50827 4.99966
H -11.43036 35.32774 7.07916
H -10.86934 36.44949 8.32709
H -12.24962 37.46724 6.02244
H -11.14323 38.34376 6.95876
H -10.62967 36.61445 4.53718
H -9.96769 38.40210 4.81995
H -8.29664 36.61170 5.09607
H -8.58436 37.85329 6.39505
C -1.41028 38.17037 -0.99068
C -2.07909 38.91280 0.27492
C -2.67106 37.99795 1.37083
N -2.32079 38.48921 2.88603
C -2.68348 39.93801 3.14444
C -0.78635 38.43254 3.02140
C -0.41320 37.69849 4.34340
C -1.76206 37.58895 5.07318
C -2.89598 37.52484 3.95777
H -0.86970 37.33659 -0.54270
H -0.74065 38.81914 -1.55530
H -2.18665 37.92506 -1.71536
H -2.84994 39.62927 -0.00891
H -1.31567 39.61703 0.60560
H -2.43364 36.93757 1.45647
H -3.74490 38.08237 1.20396
H -2.11159 40.55161 2.44834
H -2.62330 40.35525 4.14962
H -3.74088 40.01737 2.89207
H -0.34389 39.42830 2.99305
H -0.39099 37.72441 2.29316
H 0.43308 38.10146 4.89976
H -0.10523 36.70432 4.01954
H -1.83624 38.54037 5.59988
H -1.89191 36.80068 5.81470
H -3.88476 37.84382 4.28743
H -2.91044 36.53466 3.50232
Br -7.20267 35.48636 1.10682
*
```

***

No. 2
A cluster of 16 separate species, C6H44O15 in total in a non-equilibrium geometry, computed with ωB97M-V/def2-TZVPD.

For the highest occupied orbital energy, the calculation gives -10.69 eV. The maximum force is 2.48 eV Å⁻¹. The energy above the lowest of the compared OMol25 structures with the same formula, charge and spin comes out at 121.0 kJ/mol. For the orbital gap, the calculation gives 0.38479 Ha. The total energy comes out at -1383.5690 Eh.

Geometry as ORCA input:
```
! wB97M-V def2-TZVPD RIJCOSX def2/J DEFGRID3
* xyz 0 1
C -0.95346 -0.32057 -2.86845
C -0.82091 0.52722 -1.58543
C -0.64829 2.07592 -1.48607
C -1.98274 2.77742 -1.62920
C 0.11045 2.37578 -0.19858
C 0.64994 3.80737 -0.12104
H -0.68370 -1.37353 -2.86987
H -1.96088 -0.17601 -3.26712
H -0.40314 0.06156 -3.73884
H -0.06959 0.00430 -0.98135
H -1.69706 0.36305 -0.95278
H -0.02396 2.41934 -2.30866
H -2.75506 2.34517 -0.97909
H -2.39980 2.55831 -2.61922
H -2.05628 3.82493 -1.44202
H -0.59901 2.35086 0.63288
H 0.89815 1.64414 -0.05720
H 1.44461 3.91434 -0.86040
H -0.13333 4.51095 -0.41166
H 0.96508 4.07109 0.88546
H 2.47010 -1.37553 -2.82424
H 1.13100 -0.52563 -2.68308
O 2.08788 -0.52935 -2.57778
H 1.81419 -2.73521 2.44649
H 0.86277 -2.55072 3.66158
O 1.32179 -2.06345 2.96337
H -3.34424 -1.99529 0.06415
H -2.43734 -0.91913 0.81134
O -3.14703 -1.06797 0.20281
H -0.05666 -2.63636 1.43660
H -1.44045 -3.22200 1.30846
O -0.73353 -2.84269 0.76823
H 4.16237 2.63198 -1.08361
H 3.36474 2.07014 -2.24142
O 3.28212 2.29813 -1.30717
H -3.06080 -2.63055 -1.72441
H -1.91815 -3.60419 -2.32653
O -2.82567 -3.49848 -2.05217
H -0.59953 2.49826 3.41159
H 0.47595 3.41783 3.35338
O -0.26682 3.24612 3.92804
H -2.94435 1.62668 2.53415
H -1.55523 0.96158 2.22744
O -2.51794 0.84886 2.17025
H 2.42036 -0.28277 0.67931
H 2.18457 -0.60569 -0.75701
O 1.96785 -0.95626 0.12846
H 3.05323 -2.63630 0.62327
H 2.42809 -3.99371 0.36641
O 2.74273 -3.41617 1.07340
H 3.27875 1.82166 1.94165
H 2.98467 1.68212 0.39606
O 2.73345 1.37279 1.29085
H 0.27623 3.10614 -4.42155
H 0.31703 1.65010 -3.77818
O 0.71465 2.25151 -4.40185
H 0.18037 0.05253 2.60859
H 0.77878 0.88811 1.57553
O -0.00733 0.88929 2.14383
H -3.87275 -1.31203 2.27585
H -2.86551 -1.00004 3.41448
O -3.55275 -1.60827 3.13338
H 0.36802 -3.88684 -0.13857
H 0.19885 -4.36674 -1.56158
O 0.75237 -4.51596 -0.79673
*
```

***

No. 3
A cluster of 2 separate species, C3H4ClNO in total in a non-equilibrium geometry, computed with ωB97M-V/def2-TZVPD.

For the highest occupied orbital energy, the calculation gives -10.90 eV. The maximum force is 11.99 eV Å⁻¹. The energy above the lowest of the compared OMol25 structures with the same formula, charge and spin comes out at 209.2 kJ/mol. For the orbital gap, the calculation gives 0.42417 Ha. As for the SMILES: CC(=O)Cl.C#N. The total energy comes out at -706.8220 Eh.

Geometry as ORCA input:
```
! wB97M-V def2-TZVPD RIJCOSX def2/J DEFGRID3
* xyz 0 1
C 2.61712 -0.95780 0.30189
C -1.82719 0.41858 -0.43404
C -0.36536 0.10254 0.14971
N 2.72497 -1.74961 -0.52451
O 0.14836 -0.76011 0.58407
Cl 0.42866 1.82717 0.00708
H -1.98885 1.47545 -0.41297
H -2.29970 -0.10603 0.49293
H 2.86202 -0.29530 1.06096
H -2.30003 0.04510 -1.22513
*
```

***

No. 4
A cluster of 40 separate species, H80O40 in total in a non-equilibrium geometry, computed with ωB97M-V/def2-TZVPD.

For the highest occupied orbital energy, the calculation gives -10.12 eV. The maximum force is 3.27 eV Å⁻¹. The energy above the lowest of the compared OMol25 structures with the same formula, charge and spin comes out at 807.1 kJ/mol. For the orbital gap, the calculation gives 0.34811 Ha. The total energy comes out at -3057.4499 Eh.

Geometry as ORCA input:
```
! wB97M-V def2-TZVPD RIJCOSX def2/J DEFGRID3
* xyz 0 1
H -1.44836 4.08832 2.38950
H -0.81504 5.23466 3.24747
O -1.04440 4.96466 2.35455
H 1.53861 -4.75095 -2.57811
H 2.57034 -4.77571 -1.62555
O 2.31836 -4.23037 -2.39395
H 1.49376 3.49135 -4.44710
H 2.75305 3.02752 -4.98307
O 2.44097 3.74035 -4.40515
H -4.62402 0.95055 -2.11651
H -4.03068 1.96093 -1.22696
O -3.91968 1.00898 -1.46586
H 2.35277 -2.91438 0.68174
H 1.75350 -2.63323 2.01168
O 1.95915 -3.38879 1.43252
H -0.34960 -1.88707 4.72982
O 0.34275 -1.84349 5.40643
H -0.11233 -0.76576 -0.90757
O -0.72979 -0.02026 -0.67358
H -2.73193 -2.73240 1.52979
H -3.79540 -3.47621 2.23685
O -2.84988 -3.25454 2.34096
H -0.31549 1.37811 5.56439
H 1.16463 0.94173 5.19773
O 0.52948 1.11960 5.88967
H -1.93035 -1.49036 -2.51159
H -0.57411 -1.27366 -3.10481
O -1.51619 -1.21191 -3.32148
H -4.73498 1.45086 1.34722
H -4.66696 0.60131 0.15147
O -5.33902 0.95531 0.75820
H -0.42631 -4.12357 4.08601
O -0.43974 -3.36817 3.48888
H -1.20212 1.27063 3.07992
H -0.99152 2.70385 3.31603
O -1.17317 1.88835 3.80498
H 4.37394 -1.61676 -0.15146
H 4.49518 -0.81930 -1.59890
O 4.44294 -1.67070 -1.09849
H 0.39979 -1.09112 2.83224
H 1.84672 -0.34410 3.06157
O 1.31061 -0.91992 2.53730
H 2.95984 -5.92889 0.14395
H 1.81930 -5.17569 0.99924
O 2.07449 -5.96193 0.50988
H -4.00677 -3.69772 -0.45651
H -2.81182 -4.56532 -0.44291
O -3.72214 -4.58157 -0.79441
H 5.23865 3.69045 0.94614
H 3.70129 3.54820 0.75191
O 4.37809 3.94659 1.29547
H -2.67008 1.34173 -5.07186
O -3.30736 0.92126 -5.64399
H -0.38371 -6.73461 0.48414
H -0.50132 -5.47195 1.23914
O -1.05479 -6.07224 0.71634
H 5.33227 1.30816 -2.02487
O 5.22497 0.41999 -2.35235
H -0.65107 5.17727 0.13720
H -0.99272 5.01746 -1.31799
O -0.27000 4.84939 -0.69699
H 1.55874 4.01077 3.76136
H 0.97439 3.17382 4.89057
O 0.68826 3.79979 4.21480
H -4.76479 -1.25069 -0.70938
H -5.37360 -2.37405 -1.34618
O -4.88787 -2.19628 -0.50844
H 1.28104 -2.04877 -1.45197
H -0.16260 -2.37934 -0.96292
O 0.40230 -2.24610 -1.72287
H -4.26972 -0.50391 2.99461
H -3.97216 -0.13410 4.40856
O -3.59960 -0.02527 3.50982
H 0.10996 3.12740 -5.89729
H 0.48473 1.67396 -5.51284
O 0.21807 2.54877 -5.15013
H 0.96005 2.02109 2.06027
H 0.61627 3.51766 1.97079
O 0.82369 2.72691 1.45186
H -1.61989 1.71762 -0.53372
H -1.18434 3.22362 -0.72325
O -1.92529 2.62103 -0.64974
H 1.60159 2.68225 -0.27809
H 0.78412 2.17650 -1.40590
O 1.64338 2.04610 -0.99405
H -1.99501 -0.72352 2.58208
H -1.29561 -1.28557 1.19183
O -1.26651 -0.73629 1.95934
H -2.96455 5.09115 1.46226
O -3.32427 4.55780 0.76916
H -4.12059 -1.88214 -3.38430
H -4.46715 -3.39101 -3.78210
O -4.68666 -2.64128 -3.21568
H -4.06067 0.75389 -5.06990
H 0.09177 -1.14574 6.02340
H 6.13775 0.09743 -2.34711
H -1.51342 -0.46251 -0.33525
H -1.08999 -3.68260 2.87101
H -4.20710 4.52143 0.45192
O 3.43192 4.58206 -1.90034
H 3.32443 3.86079 -1.27765
H 2.54733 4.76518 -2.23251
O -0.01543 0.02736 -5.94234
H -0.05832 -0.07863 -4.98965
H -0.73465 -0.36725 -6.43811
O 2.32820 -1.20273 -2.71985
H 3.20821 -1.61183 -2.81234
H 2.74620 -0.30093 -2.65708
O 3.14597 3.44626 3.44550
H 3.61544 3.11389 4.22108
H 3.66912 4.21896 3.20001
O 5.09767 -1.57488 3.67560
H 4.17417 -1.58866 3.36835
H 4.79569 -1.51757 4.60330
O 1.80180 -0.65619 0.06562
H 1.18451 -0.50411 0.80241
H 2.06852 0.23882 -0.19295
O 0.69333 -2.60188 -4.60006
H 1.34716 -3.22247 -4.27526
H 0.37238 -2.29188 -3.75650
*
```